60
Properties=species:S:1:pos:R:3:forces:R:3 method="wB97M-V/def2-TZVPD" charge=0 multiplicity=1 homo_lumo_gap_ev=9.22 max_force_ev_per_a=2.1 de_lowest_kcal_mol=28.74 energy_ha=-944.706751
Li 4.512630 1.390540 -9.563030 0.6 0.4 0.2
Li 6.405060 2.931560 -9.803960 -0.6 -0.3 0.1
O 5.224360 2.653630 -8.255370 -0.1 -0.1 -0.1
H 4.948510 3.020670 -7.392980 0.3 -0.4 -1.0
O 5.629640 1.665730 -11.043390 0.3 -0.2 0.0
H 5.928630 1.136160 -11.808040 -0.4 0.6 0.9
C 8.014850 4.531080 -7.859200 0.3 -0.3 0.6
C 8.618350 4.891560 -9.198020 -1.1 -0.5 -0.1
N 7.530700 4.652400 -10.213820 0.0 0.1 -0.3
C 8.100780 4.565860 -11.578850 0.5 -0.9 0.6
C 8.648800 3.113130 -11.831000 -0.6 1.4 -0.7
C 6.425600 5.642840 -10.157900 0.6 1.6 0.3
C 5.269130 5.477600 -11.115470 -0.1 -1.2 -0.5
H 7.571600 3.538270 -7.936470 -0.3 0.1 0.1
H 7.251160 5.240260 -7.539910 0.0 -0.1 0.0
H 8.737940 4.446680 -7.047960 0.3 0.3 -0.1
H 9.052820 5.891190 -9.189370 -0.3 0.4 -0.3
H 9.455650 4.231310 -9.424080 -0.2 -0.2 -0.1
H 7.361960 4.872330 -12.319340 -0.1 -0.6 0.1
H 8.887610 5.308810 -11.709310 0.4 0.1 0.2
H 9.443030 2.789430 -11.158310 -0.1 0.2 0.1
H 7.816320 2.409800 -11.810800 0.1 0.0 0.1
H 9.055470 3.144170 -12.841820 0.1 -0.3 -0.1
H 6.872110 6.617800 -10.353310 0.2 0.5 -0.1
H 5.997670 5.775500 -9.164230 0.3 -0.7 0.2
H 4.874060 4.466990 -11.012090 -0.2 -0.2 -0.1
H 5.562360 5.578220 -12.160460 -0.1 0.1 0.0
H 4.423870 6.142120 -10.936430 0.3 0.2 0.3
C 4.033060 -0.646750 -7.270390 0.4 -0.6 0.3
C 2.787310 -0.573210 -8.166380 1.5 -0.5 1.3
N 3.232430 -0.200950 -9.514720 0.2 -0.3 -0.2
C 2.209420 0.398150 -10.321600 -1.4 1.5 -0.3
C 1.629400 1.717990 -9.760870 -0.4 0.2 0.5
C 3.912460 -1.302800 -10.258700 -0.4 -0.8 -0.1
C 3.124830 -2.603380 -10.609100 -0.3 0.6 1.0
H 4.678800 -1.491730 -7.509390 0.1 0.0 -0.3
H 3.814090 -0.802290 -6.214000 -0.4 0.1 0.0
H 4.635870 0.259890 -7.322560 -0.1 0.1 -0.2
H 2.286590 -1.540000 -8.114490 -0.3 -0.2 -0.3
H 2.163540 0.119680 -7.601650 -0.3 0.5 -1.1
H 2.578690 0.740170 -11.288430 0.5 -0.7 -0.2
H 1.393760 -0.303620 -10.495740 -0.3 0.0 -0.2
H 0.926190 2.205690 -10.435960 0.0 -0.4 -0.4
H 1.064680 1.620170 -8.833720 0.1 -0.3 0.1
H 2.347510 2.517390 -9.578150 0.6 -0.3 0.1
H 4.794100 -1.606220 -9.694130 0.2 0.3 -0.2
H 4.183100 -0.945470 -11.252260 0.4 0.6 0.4
H 2.152850 -2.327810 -11.018270 0.1 -0.3 -0.3
H 2.927880 -3.235220 -9.743020 0.0 0.1 0.2
H 3.704550 -3.221700 -11.294440 -0.1 0.3 -0.2
C 7.738940 -0.259700 -6.324510 -1.2 0.5 0.4
C 8.881750 0.141930 -7.182990 1.2 -0.7 -0.3
O 10.014150 -0.099580 -6.827080 0.2 0.3 0.2
C 8.659040 0.654900 -8.594360 -0.6 0.2 0.8
H 7.554020 -1.332760 -6.373980 0.0 0.0 -0.3
H 6.855510 0.297220 -6.636750 -0.2 -0.3 0.0
H 7.893790 -0.052910 -5.265560 0.4 0.1 -0.1
H 8.605070 -0.249550 -9.200280 0.2 0.2 -0.4
H 9.476210 1.323560 -8.864980 0.0 -0.3 -0.2
H 7.698970 1.165810 -8.667470 0.0 0.0 -0.1

=====

22
Properties=species:S:1:pos:R:3:forces:R:3 method="wB97M-V/def2-TZVPD" charge=+2 multiplicity=2 homo_lumo_gap_ev="10.97 / 5.06" max_force_ev_per_a=3.3 de_lowest_kcal_mol=37.93 s_squared=0.755 energy_ha=-345.416440
C -0.121279 -0.864570 0.579887 1.1 0.5 -0.1
N -0.149125 -1.313737 1.927334 -1.7 -2.8 0.1
C 0.019783 0.666348 0.402712 -0.3 0.7 1.7
N 1.300445 1.180228 1.164426 -0.5 -0.8 -0.7
C 0.069947 2.630035 -1.198875 -0.6 -0.1 0.5
C 0.013180 1.086874 -1.013118 -0.2 0.9 -1.2
H 0.717983 -1.370965 0.096148 -0.3 0.0 -0.2
H -1.083649 -1.102761 0.073906 0.1 -0.3 0.1
H 0.243217 -2.258158 2.091107 1.0 0.6 -0.1
H -1.007336 -1.411835 2.500714 0.0 1.5 -0.1
H -0.787758 1.175507 0.943455 0.0 -0.2 -0.2
H 2.003680 1.470508 0.476658 0.1 0.1 0.2
H 1.682009 0.408278 1.708982 0.4 0.2 0.1
H 1.098805 1.949608 1.809568 0.0 0.1 -0.2
H -0.625188 2.922780 -1.985081 0.7 -0.1 -0.7
H -0.382020 3.247194 -0.406618 0.4 -0.5 0.5
H 1.101749 2.929193 -1.355351 -0.2 0.4 -0.3
H 0.813017 0.635797 -1.612220 0.0 -0.1 0.3
H -0.908647 0.728692 -1.474935 -0.1 -0.2 0.2
H -0.602336 -3.280406 -2.371173 1.0 -0.2 -0.5
H -1.926007 -3.184085 -1.850260 -1.2 -0.1 0.3
O -1.043944 -2.931288 -1.605721 0.1 0.4 0.5

=====

24
Properties=species:S:1:pos:R:3:forces:R:3 method="wB97M-V/def2-TZVPD" charge=+1 multiplicity=1 homo_lumo_gap_ev=11.70 max_force_ev_per_a=2.0 de_lowest_kcal_mol=28.18 energy_ha=-405.075232
C 1.290387 -1.211226 -0.251935 0.0 1.0 0.5
O 2.619696 -0.706919 0.017556 -0.6 -0.7 -0.6
C 0.478049 0.074680 0.096120 0.6 -0.9 -0.9
C -0.995460 0.179804 -0.195404 -1.5 0.3 -1.3
C -1.342882 0.095101 -1.697393 -1.1 -1.0 -0.6
C -1.720828 1.364576 0.467602 -0.2 0.3 0.7
N 1.216097 1.198186 -0.682687 -1.7 0.6 0.1
H 1.286806 -1.669147 -1.237095 -0.3 0.9 -0.6
H 0.918028 -2.032614 0.347444 0.5 0.1 0.6
H 3.023146 -1.181145 0.729294 0.4 -0.5 0.7
H 0.626855 0.220420 1.154092 0.4 0.3 0.1
H -1.556920 -0.698049 0.144124 0.8 -0.1 0.5
H -0.975896 -0.841495 -2.129409 0.5 0.3 -0.1
H -1.248757 0.904480 -2.428088 0.7 0.3 0.5
H -2.421526 -0.090894 -1.762118 0.0 0.2 0.2
H -2.697603 1.570502 0.018532 0.2 -0.2 -0.2
H -1.960084 1.139725 1.515143 0.3 0.0 -0.1
H -1.199691 2.332911 0.473472 0.2 -0.3 -0.2
H 1.938557 0.897878 -1.330736 0.1 -0.4 0.2
H 0.450351 1.627811 -1.210473 0.4 0.2 -0.3
H 1.599217 1.926379 -0.088606 0.2 -0.1 0.2
H -0.325032 -2.067718 2.267815 0.2 0.1 0.0
H 0.556246 -1.542130 3.371676 0.1 0.1 -0.2
O 0.441248 -1.491110 2.411084 -0.4 -0.4 0.8